Entry 1:
C57H56BrN9O2PTi | ωB97M-V/def2-TZVPD

Summary:
highest occupied orbital energy (spin up / spin down) = -7.4 / -9.9 eV
E_LUMO (spin up / spin down) = -0.093 / -0.085 Ha

```
! wB97M-V def2-TZVPD RIJCOSX def2/J DEFGRID3
* xyz 1 3
Ti 0.017 0.048 0.464
C -3.142 5.602 3.500
C -2.217 4.574 2.922
C -0.850 4.729 2.958
C 0.064 3.719 2.535
C 1.411 4.006 2.789
N 2.515 3.220 2.913
C 2.582 1.840 3.341
C 2.339 1.677 4.847
C 0.868 1.872 5.233
N 0.053 0.844 4.640
C 0.037 -0.400 5.148
C -0.207 -1.568 4.425
C -0.391 -2.786 5.137
C -0.562 -4.001 4.511
C -0.822 -5.257 5.286
C -0.546 -4.042 3.124
C -0.434 -2.863 2.359
C -0.821 -2.913 0.997
N -0.979 -1.927 0.160
C -1.977 -2.226 -0.852
C -3.206 -1.352 -0.618
C -2.866 0.110 -0.908
N -1.946 0.690 0.057
C -2.503 1.525 0.883
C -1.889 2.462 1.751
C -2.734 3.426 2.340
C -0.472 2.554 1.869
O 0.304 1.685 1.301
C -0.227 -1.606 2.980
O -0.101 -0.526 2.266
H -2.587 6.464 3.860
H -3.697 5.168 4.332
H -3.864 5.933 2.755
H -0.432 5.635 3.376
H 1.617 5.054 2.978
H 3.337 3.741 3.182
H 3.591 1.485 3.117
H 1.878 1.236 2.759
H 2.961 2.380 5.401
H 2.641 0.668 5.132
H 0.499 2.844 4.900
H 0.764 1.818 6.319
H -0.070 0.896 3.632
H 0.219 -0.470 6.214
H -0.397 -2.747 6.216
H -0.824 -5.055 6.352
H -0.067 -6.012 5.075
H -1.794 -5.667 5.013
H -0.689 -4.977 2.602
H -1.201 -3.901 0.693
H -2.272 -3.286 -0.799
H -1.612 -2.031 -1.858
H -3.554 -1.455 0.415
H -4.002 -1.675 -1.292
H -3.801 0.692 -0.932
H -2.403 0.182 -1.895
H -3.595 1.641 0.825
H -3.804 3.302 2.254
N -1.122 1.664 -3.528
C -0.815 0.340 -3.732
C -1.209 -0.247 -4.949
C -0.914 -1.572 -5.178
C -0.233 -2.283 -4.196
C 0.092 -1.620 -3.027
N -0.199 -0.347 -2.776
C -0.636 2.557 -2.592
C -1.020 3.900 -2.737
C -0.468 4.845 -1.900
C 0.498 4.442 -0.986
C 0.773 3.090 -0.894
N 0.186 2.149 -1.630
H -1.632 2.093 -4.288
H -1.723 0.338 -5.696
H -1.195 -2.047 -6.104
H 0.032 -3.318 -4.333
H 0.613 -2.132 -2.228
H -1.726 4.186 -3.501
H -0.758 5.880 -1.980
H 1.022 5.155 -0.371
H 1.515 2.726 -0.198
N 1.714 -0.054 -0.271
P 2.945 0.286 -1.158
C 4.207 1.573 -0.718
C 4.131 2.396 0.391
C 5.177 3.252 0.699
C 6.304 3.288 -0.101
C 6.377 2.485 -1.229
C 5.335 1.632 -1.533
C 4.174 -1.092 -1.194
C 4.675 -1.749 -2.307
C 5.654 -2.718 -2.163
C 6.163 -3.014 -0.912
C 5.682 -2.351 0.207
C 4.694 -1.396 0.062
C 2.647 0.823 -2.900
C 2.355 -0.070 -3.921
C 2.033 0.379 -5.190
C 2.001 1.738 -5.455
C 2.303 2.641 -4.448
C 2.626 2.184 -3.185
H 3.244 2.356 1.001
H 5.124 3.892 1.568
H 7.125 3.939 0.152
H 7.252 2.520 -1.862
H 5.395 1.003 -2.412
H 4.336 -1.494 -3.299
H 6.031 -3.232 -3.037
H 6.946 -3.750 -0.812
H 6.092 -2.573 1.182
H 4.315 -0.857 0.921
H 2.351 -1.129 -3.716
H 1.791 -0.333 -5.967
H 1.750 2.088 -6.445
H 2.281 3.704 -4.648
H 2.860 2.895 -2.406
Br 3.128 -2.203 3.849
C 2.766 -3.219 2.298
C 3.110 -4.562 2.248
C 2.923 -5.208 1.039
C 2.403 -4.497 -0.034
C 2.067 -3.167 0.156
N 2.244 -2.537 1.307
H 3.512 -5.079 3.106
H 3.186 -6.250 0.933
H 2.276 -4.963 -0.999
H 1.656 -2.542 -0.626
*
```

Entry 2:
C20H26BBe2CaCl3F5LiN2O17PS | ωB97M-V/def2-TZVPD

Summary:
highest occupied orbital energy = -7.9 eV
E_LUMO = -0.267 Ha

```
! wB97M-V def2-TZVPD RIJCOSX def2/J DEFGRID3
* xyz 1 1
O -0.245 1.665 4.673
C 0.220 1.557 3.574
C -0.142 0.504 2.572
C -1.512 0.677 1.878
N -2.464 1.466 2.662
C -3.543 2.044 1.823
C -3.231 3.536 1.551
C -4.366 4.480 1.975
O -3.918 5.844 2.024
C -1.143 1.259 0.510
O -0.263 2.192 0.412
O -1.684 0.745 -0.466
C 1.308 2.540 3.171
C 2.544 2.408 3.745
C 3.554 3.267 3.369
C 3.386 4.256 2.440
C 2.108 4.430 1.868
C 1.073 3.567 2.250
H 0.607 0.536 1.786
H -0.065 -0.478 3.042
H -1.906 -0.327 1.719
H -2.929 0.795 3.261
H -3.793 1.466 0.937
H -4.437 2.037 2.447
H -2.398 3.782 2.219
H -2.874 3.732 0.541
H -5.187 4.348 1.276
H -4.661 4.217 2.993
H -3.234 5.900 2.695
H 2.734 1.645 4.485
H 4.529 3.171 3.831
H 4.175 4.922 2.125
H 1.895 5.202 1.135
H 0.100 3.724 1.816
Be 2.309 3.053 0.277
O -7.301 3.562 -0.311
P -7.139 2.182 0.320
O -8.378 1.351 0.012
O -6.977 2.310 1.830
O -5.896 1.518 -0.254
Be 5.765 4.962 3.632
O 0.300 2.070 -2.428
H -0.171 2.122 -1.573
C 3.590 -0.594 -1.870
C 2.572 -0.944 -0.848
O 2.240 -0.269 0.104
N 1.915 -2.257 -0.932
C 0.465 -2.176 -1.385
H 4.052 0.361 -1.614
H 4.361 -1.378 -1.920
H 3.111 -0.506 -2.851
H 2.474 -2.899 -1.534
H 1.891 -2.580 0.039
H 0.084 -3.194 -1.403
H 0.434 -1.745 -2.382
H -0.091 -1.572 -0.674
C -7.488 6.925 2.060
Cl -6.861 6.799 0.453
Cl -8.749 8.231 2.154
Cl -8.173 5.374 2.584
H -6.679 7.189 2.736
Li 4.213 -0.668 0.745
C 3.031 -6.696 -2.222
F 3.604 -7.695 -1.561
F 2.721 -7.123 -3.428
F 1.869 -6.400 -1.579
S 4.129 -5.231 -2.293
O 5.308 -5.656 -2.970
O 4.365 -4.863 -0.888
O 3.335 -4.196 -2.999
Ca -10.569 6.428 1.816
B 5.863 -9.477 -6.023
O 5.128 -10.041 -7.201
C 3.844 -10.076 -6.927
O 2.978 -10.473 -7.660
C 3.632 -9.522 -5.506
O 2.572 -9.415 -4.947
O 4.799 -9.186 -5.009
F 6.521 -8.310 -6.381
F 6.761 -10.408 -5.524
*
```

Entry 3:
C3H6N2 | ωB97M-V/def2-TZVPD

Summary:
highest occupied orbital energy = -9.3 eV
E_LUMO = 0.042 Ha
SMILES = C=NN1CC1
ΔE to the lowest compared entry with this formula, charge and spin = 77.6 kcal per mole

```
! wB97M-V def2-TZVPD RIJCOSX def2/J DEFGRID3
* xyz 0 1
C -0.380 -1.675 -0.728
C 0.025 0.910 1.131
C 0.518 1.021 -0.298
H 0.278 -1.183 -1.531
H -0.644 -2.774 -0.855
H 0.435 0.108 1.802
H -0.179 1.916 1.740
H 0.491 1.936 -0.883
H 1.289 0.289 -0.592
N -1.004 -0.978 0.166
N -0.829 0.430 0.047
*
```

Entry 4:
H14O7 | ωB97M-V/def2-TZVPD

Summary:
highest occupied orbital energy = -10.5 eV
E_LUMO = -0.004 Ha
SMILES = O.O.O.O.O.O.O
ΔE to the lowest compared entry with this formula, charge and spin = 47.5 kcal per mole

```
! wB97M-V def2-TZVPD RIJCOSX def2/J DEFGRID3
* xyz 0 1
H -0.157 -1.775 0.390
H 1.300 -1.488 0.066
H -0.912 2.410 4.296
H -0.498 1.326 3.314
H -0.352 2.291 0.678
H 0.088 0.925 0.180
H 3.885 2.418 -2.178
H 2.469 2.018 -1.797
H 3.180 -3.042 -2.168
H 2.446 -3.251 -3.482
H -3.024 1.484 1.809
H -2.468 0.519 0.775
H -2.148 -2.103 -1.522
H -3.114 -2.150 -0.350
O 0.454 -1.051 0.212
O -0.929 2.187 3.358
O -0.624 1.367 0.657
O 3.148 2.677 -1.613
O 3.104 -2.688 -3.061
O -2.973 0.546 1.596
O -2.876 -2.619 -1.158
*
```

Entry 5:
C3H13N2O | ωB97M-V/def2-TZVPD

Summary:
highest occupied orbital energy (spin up / spin down) = -2.8 / -9.6 eV
E_LUMO (spin up / spin down) = 0.035 / 0.029 Ha
ΔE to the lowest compared entry with this formula, charge and spin = 52.1 kcal per mole

```
! wB97M-V def2-TZVPD RIJCOSX def2/J DEFGRID3
* xyz 0 2
C 0.288 -0.935 -0.189
C -1.272 -1.056 0.408
C -2.177 -0.017 -0.359
N -1.601 1.357 -0.480
N 0.759 0.442 -0.061
H 0.393 -1.269 -1.189
H 1.122 -1.462 0.293
H -1.074 -0.713 1.575
H -1.664 -2.126 0.365
H -2.327 -0.409 -1.477
H -3.144 -0.131 0.054
H -1.695 2.250 -0.025
H -1.296 1.607 -1.385
H 1.350 0.910 -0.879
H -0.291 1.047 -0.131
H 1.221 0.640 0.894
H 4.129 -0.258 0.187
H 3.892 0.295 1.510
O 3.388 -0.171 0.887
*
```

Entry 6:
C2H5OS | ωB97M-V/def2-TZVPD

Summary:
highest occupied orbital energy = -2.6 eV
E_LUMO = 0.130 Ha
ΔE to the lowest compared entry with this formula, charge and spin = 13.1 kcal per mole

```
! wB97M-V def2-TZVPD RIJCOSX def2/J DEFGRID3
* xyz -1 1
S 2.885 2.439 -0.692
H 2.521 2.123 -1.981
O -1.871 -2.056 0.748
C -1.188 -1.296 0.105
C -0.352 -0.174 0.605
H -1.570 -1.179 -0.938
H -0.642 0.034 1.635
H 0.663 -0.594 0.542
H -0.447 0.703 -0.025
*
```

Entry 7:
CH5NO | ωB97M-V/def2-TZVPD

Summary:
highest occupied orbital energy = -9.1 eV
E_LUMO = -0.012 Ha
SMILES = N=O.C
ΔE to the lowest compared entry with this formula, charge and spin = 75.4 kcal per mole

```
! wB97M-V def2-TZVPD RIJCOSX def2/J DEFGRID3
* xyz 0 1
C 1.827 -0.096 -0.053
H -3.515 0.896 0.432
H 2.079 0.342 0.910
H 1.315 0.638 -0.678
H 1.114 -0.931 0.093
H 2.753 -0.428 -0.517
N -2.968 0.352 -0.160
O -2.605 -0.772 -0.027
*
```

Entry 8:
C36H50BN6OPtS | ωB97M-V/def2-TZVPD

Summary:
highest occupied orbital energy (spin up / spin down) = -16.0 / -16.0 eV
E_LUMO (spin up / spin down) = -0.290 / -0.451 Ha
ΔE to the lowest compared entry with this formula, charge and spin = 1.6 kcal per mole

```
! wB97M-V def2-TZVPD RIJCOSX def2/J DEFGRID3
* xyz 3 5
Pt -0.188 0.007 0.478
C 4.150 -3.308 1.325
C 3.488 -2.001 1.184
C 4.106 -0.704 1.109
C 3.070 0.252 1.038
N 1.932 -0.435 0.997
N 2.186 -1.799 1.127
B 1.028 -2.793 1.465
N 0.186 -2.145 2.580
N -0.439 -0.940 2.423
C -1.079 -0.638 3.552
C -0.858 -1.682 4.467
C -0.062 -2.613 3.825
C 0.446 -3.898 4.371
C -1.902 0.600 3.785
C -1.330 1.346 5.004
C -1.902 1.534 2.574
C -3.345 0.173 4.102
N 0.096 -2.993 0.235
N -0.742 -1.990 -0.158
C -1.645 -2.436 -1.057
C -1.345 -3.774 -1.284
C -0.231 -4.102 -0.435
C 0.460 -5.391 -0.315
C -2.748 -1.608 -1.669
C -3.074 -0.369 -0.824
C -2.293 -1.174 -3.076
C -4.016 -2.469 -1.767
C 3.248 1.751 1.089
C 3.862 2.216 -0.242
C 1.940 2.500 1.381
C 4.228 2.057 2.235
H 5.223 -3.207 1.177
H 3.755 -4.036 0.616
H 3.985 -3.715 2.329
H 5.168 -0.507 1.130
H 1.477 -3.831 1.809
H -1.233 -1.753 5.474
H 0.085 -4.027 5.387
H 1.537 -3.924 4.390
H 0.107 -4.751 3.780
H -0.298 1.656 4.829
H -1.352 0.720 5.895
H -1.933 2.232 5.203
H -0.883 1.861 2.335
H -2.480 2.430 2.798
H -2.376 1.054 1.711
H -3.382 -0.471 4.980
H -3.791 -0.367 3.264
H -3.948 1.056 4.311
H -1.848 -4.448 -1.961
H 0.117 -6.079 -1.084
H 0.261 -5.847 0.662
H 1.541 -5.265 -0.393
H -2.181 0.263 -0.670
H -3.495 -0.651 0.143
H -3.796 0.256 -1.347
H -1.435 -0.501 -3.013
H -3.110 -0.658 -3.578
H -2.016 -2.042 -3.677
H -4.270 -2.911 -0.802
H -3.897 -3.271 -2.497
H -4.850 -1.848 -2.089
H 3.212 1.979 -1.083
H 4.830 1.740 -0.415
H 4.023 3.293 -0.210
H 1.102 2.106 0.797
H 2.043 3.551 1.121
H 1.687 2.431 2.441
H 5.203 1.598 2.062
H 3.845 1.700 3.192
H 4.379 3.133 2.305
O -0.048 1.087 -1.498
S 0.098 2.540 -1.945
C -1.476 2.965 -2.697
C -1.931 2.266 -3.806
C -3.167 2.613 -4.330
C -3.913 3.633 -3.750
C -3.435 4.326 -2.647
C -2.198 3.990 -2.109
C 1.143 2.477 -3.385
C 1.571 3.694 -3.901
C 2.417 3.694 -4.998
C 2.840 2.488 -5.545
C 2.405 1.279 -5.016
C 1.558 1.266 -3.919
H -1.339 1.484 -4.265
H -3.531 2.094 -5.207
H -4.873 3.897 -4.173
H -4.011 5.128 -2.207
H -1.813 4.526 -1.250
H 1.242 4.626 -3.454
H 2.757 4.630 -5.421
H 3.528 2.489 -6.380
H 2.726 0.346 -5.461
H 1.215 0.338 -3.478
*
```

Entry 9:
C9H8NO3 | ωB97M-V/def2-TZVPD

Summary:
highest occupied orbital energy = -4.5 eV
E_LUMO = 0.125 Ha
SMILES = C[C@@](C#N)(Cc1ccco1)C(=O)[O-]
ΔE to the lowest compared entry with this formula, charge and spin = 13.4 kcal per mole

```
! wB97M-V def2-TZVPD RIJCOSX def2/J DEFGRID3
* xyz -1 1
C -0.931 -0.645 -1.197
C 2.772 -1.502 0.192
C 1.467 -1.403 0.688
C 3.172 -0.250 -0.181
C 1.155 -0.039 0.624
C -2.651 -0.516 0.495
C -1.762 1.610 -0.948
C -0.034 0.805 0.967
C -1.307 0.312 -0.207
N -0.631 -1.449 -1.968
O -3.713 0.022 0.240
O -2.301 -1.385 1.275
O 2.263 0.636 0.199
H 3.465 -2.364 -0.036
H 0.831 -2.163 0.898
H 4.185 0.051 -0.374
H -2.213 2.224 -0.171
H -2.505 1.362 -1.587
H -0.951 2.100 -1.515
H -0.365 0.707 2.002
H 0.049 1.887 0.604
*
```

Entry 10:
C4H11NS | ωB97M-V/def2-TZVPD

Summary:
highest occupied orbital energy = -8.3 eV
E_LUMO = 0.038 Ha
SMILES = C=CN.CSC
ΔE to the lowest compared entry with this formula, charge and spin = 39.9 kcal per mole

```
! wB97M-V def2-TZVPD RIJCOSX def2/J DEFGRID3
* xyz 0 1
C -0.793 -1.542 -2.260
S -1.705 -1.507 -0.657
C -1.928 -3.348 -0.546
H -1.226 -2.166 -3.054
H -0.654 -0.495 -2.668
H 0.233 -1.826 -2.070
H -1.941 -3.409 0.500
H -1.141 -3.908 -1.036
H -2.803 -3.710 -0.993
C 0.920 2.920 0.534
C 1.230 2.449 1.721
N 2.358 2.816 2.525
H 1.606 3.580 -0.048
H -0.046 2.560 0.185
H 0.727 1.591 2.180
H 2.478 3.792 2.471
H 2.682 2.202 3.216
*
```

Entry 11:
C13H19F2NO4Si | ωB97M-V/def2-TZVPD

Summary:
highest occupied orbital energy = -8.8 eV
E_LUMO = 0.017 Ha
SMILES = C[Si](C)(CCC(F)(F)N(COO)C(=O)O)c1ccccc1

```
! wB97M-V def2-TZVPD RIJCOSX def2/J DEFGRID3
* xyz 0 1
C 2.157 -2.638 0.383
Si 1.117 -1.037 0.180
C -0.080 -0.996 1.662
C 0.248 -0.938 -1.530
C -1.001 -1.886 -1.704
C -2.360 -1.369 -1.117
F -2.744 -2.307 -0.128
F -3.330 -1.493 -2.121
N -2.335 -0.084 -0.444
C -3.531 0.066 0.474
O -3.238 -0.250 1.821
O -2.826 0.867 2.515
C -2.409 1.062 -1.329
O -1.582 1.936 -1.188
O -3.394 1.279 -2.266
C 2.220 0.540 0.279
C 2.338 1.503 -0.827
C 3.151 2.730 -0.725
C 3.885 2.971 0.511
C 3.797 2.002 1.597
C 2.974 0.784 1.523
H 1.422 -3.481 0.541
H 2.836 -2.831 -0.485
H 2.792 -2.606 1.313
H -0.544 0.031 1.659
H -0.860 -1.794 1.607
H 0.553 -1.085 2.594
H 0.074 0.135 -1.787
H 1.025 -1.306 -2.268
H -0.779 -2.900 -1.271
H -1.152 -2.042 -2.809
H -3.771 1.171 0.453
H -4.441 -0.445 0.069
H -3.594 1.145 3.049
H -3.434 2.252 -2.357
H 1.815 1.359 -1.802
H 3.179 3.444 -1.585
H 4.497 3.903 0.585
H 4.361 2.220 2.532
H 2.962 0.089 2.395
*
```